one | 8
Properties=species:S:1:pos:R:3 method="wB97M-V/def2-TZVPD" e_lumo_ev=0.54 orbital_gap_ev=11.203 multiplicity=1
C -1.2121 1.8727 0.1270
C -0.9972 0.9297 0.8310
C 1.0656 -1.3186 -0.4945
O 1.4285 -0.3424 -1.0339
F -1.5409 2.6281 -0.8554
F -0.6822 0.1707 1.8237
F 1.8246 -2.4183 -0.4061
H 0.1137 -1.5219 0.0082

---

two | 8
Properties=species:S:1:pos:R:3 method="wB97M-V/def2-TZVPD" e_lumo_ev=-0.43 orbital_gap_ev=10.536 multiplicity=1
C -0.5394 -0.3897 0.2444
C -0.6543 -1.0463 1.6731
C 0.3955 0.6276 -0.3979
O 0.1386 -1.5890 0.7852
F 1.5300 0.7200 0.2749
F 0.7820 0.4040 -1.7041
F -0.1303 1.9149 -0.4959
H -1.5221 -0.6414 -0.3796

---

Least stable: one

---

one | 8
Properties=species:S:1:pos:R:3 method="wB97M-V/def2-TZVPD" e_lumo_ev=-0.64 orbital_gap_ev=8.288 multiplicity=1
C -0.7118 -0.8367 0.4497
C 0.9005 -0.0846 -0.2678
C -0.4319 0.5609 0.0765
O -1.0920 -1.9028 0.7329
F 1.1412 -0.4252 -1.5535
F -1.2171 1.1195 -0.8688
F -0.3662 1.3962 1.1347
H 1.7772 0.1728 0.2963

---

two | 8
Properties=species:S:1:pos:R:3 method="wB97M-V/def2-TZVPD" e_lumo_ev=-0.71 orbital_gap_ev=9.626 multiplicity=1
C 0.2594 0.8408 0.5007
C -0.7676 0.0372 -0.3143
C 0.6380 -0.5322 0.0607
O 0.4506 1.9162 0.9479
F -1.0910 0.3689 -1.5526
F 1.6047 -0.7164 -0.8447
F 0.5598 -1.6239 0.8712
H -1.6537 -0.2906 0.3311

---

Least stable: one

---

one | 9
Properties=species:S:1:pos:R:3 method="wB97M-V/def2-TZVPD" e_lumo_ev=-7.23 orbital_gap_ev=11.351 charge=+1 multiplicity=1
C -0.6372 0.2264 -0.1896
C 0.1541 -0.8022 0.5602
N 0.2102 1.1754 -0.6556
O 1.0567 1.8808 -0.4472
O -0.2525 0.4770 -1.6569
H -1.5957 0.4857 0.0374
H 0.7607 -1.4039 -0.0715
H -0.4945 -1.5315 0.9814
H 0.7982 -0.5078 1.4418

---

two | 9
Properties=species:S:1:pos:R:3 method="wB97M-V/def2-TZVPD" e_lumo_ev=-6.16 orbital_gap_ev=10.604 charge=+1 multiplicity=1
C 0.5021 1.4767 -0.2458
C 0.4435 0.4068 0.6748
N -0.6231 -1.1057 -0.0936
O 0.0891 2.3212 -0.9402
O 1.6047 0.5476 -0.0565
H 0.1871 0.2674 1.7248
H 0.0732 -1.7394 -0.4660
H -0.9868 -0.5535 -0.9001
H -1.2898 -1.6210 0.3025

---

Least stable: one

---

one | 10
Properties=species:S:1:pos:R:3 method="wB97M-V/def2-TZVPD" e_lumo_ev="-2.86 / -2.24" orbital_gap_ev="8.410 / 8.946" multiplicity=1
C 1.3920 -0.4448 0.1847
N -1.0069 1.3303 -0.8923
N 0.3175 0.1481 0.7919
O -2.2285 0.0284 0.9270
O -1.0663 -1.1870 -0.8828
S -1.1714 -0.0466 -0.0307
H 2.2348 0.2471 0.0744
H 1.7284 -1.2133 0.9048
H 1.1278 -0.9708 -0.7417
H -1.3275 2.1086 -0.3352

---

two | 10
Properties=species:S:1:pos:R:3 method="wB97M-V/def2-TZVPD" e_lumo_ev=-1.00 orbital_gap_ev=8.679 multiplicity=1
C -1.3855 0.4525 -1.0954
N -0.4012 -0.3328 -1.2867
N -2.1610 0.1953 0.0751
O -1.8443 -0.7145 0.7950
O -3.1571 0.8743 0.1964
S 1.9661 0.3515 2.1337
H -1.7895 1.1566 -1.7573
H 2.6424 0.0375 3.2630
H 0.2418 -0.0852 -2.0657
H 1.0323 0.8788 2.9622

---

three | 10
Properties=species:S:1:pos:R:3 method="wB97M-V/def2-TZVPD" e_lumo_ev=-0.39 orbital_gap_ev=8.968 multiplicity=1
C 0.1407 0.9169 0.1133
H -3.2358 -0.4883 1.4283
H -0.0733 -1.1882 -0.0816
H 2.3471 0.7121 -0.7571
H 1.2769 -1.3581 -0.9654
N -0.7446 -0.1868 0.3009
N 1.5260 0.5219 0.1584
O -0.3247 2.0820 -0.0498
O 1.5265 -0.9467 0.0255
S -2.4387 -0.0647 -0.1726

---

four | 10
Properties=species:S:1:pos:R:3 method="wB97M-V/def2-TZVPD" e_lumo_ev="-0.07 / -0.07" orbital_gap_ev="8.850 / 8.848" multiplicity=1
C -0.9846 0.1063 -0.1482
N -0.6910 -1.2302 0.2186
N 0.1748 0.9488 0.2715
O 2.5042 0.6852 -0.4900
O 0.4591 -1.5979 -0.2624
S 1.5693 0.0376 0.4441
H -1.1420 0.2588 -1.1466
H -1.7301 0.5943 0.4276
H -0.6559 -1.3540 1.1785
H 0.4962 1.5512 -0.4930

---

Least stable: three

---

one | 21
Properties=species:S:1:pos:R:3 method="wB97M-V/def2-TZVPD" e_lumo_ev=-2.79 orbital_gap_ev=10.971 charge=+1 multiplicity=1
C -1.0634 -1.1758 2.6496
C 0.5697 -1.5046 0.7618
C 0.1752 -0.8670 1.8209
C 0.5336 0.2869 -2.0655
N -0.6954 0.0693 -1.1968
N 1.1635 1.3563 -1.3285
N 0.1622 2.4188 -1.3118
H -0.6336 -1.8383 3.4582
H -1.5361 -0.2975 3.1179
H -1.8924 -1.7385 2.2154
H 0.1051 -2.3900 0.3376
H 1.7093 -1.4500 0.4569
H 1.1567 -0.6020 -2.0459
H 0.7896 0.0309 2.2514
H 0.2188 0.6059 -3.0497
H -1.3882 -0.5651 -1.7151
H -0.9666 1.0993 -0.9769
H 2.0204 1.5868 -1.7037
H -0.3749 -0.4695 -0.3517
H 0.1569 3.0080 -2.1628
H 0.1973 3.0402 -0.4590

---

two | 21
Properties=species:S:1:pos:R:3 method="wB97M-V/def2-TZVPD" e_lumo_ev=-3.86 orbital_gap_ev=9.618 charge=+1 multiplicity=1
C 1.2271 -0.6312 1.2621
C -1.2426 -0.4437 1.7196
C 1.0635 0.7793 -2.1222
C -0.1463 -0.3886 0.6436
N 0.2225 1.0382 -3.0653
N -0.3660 -1.3265 -0.4485
N -0.1424 0.9426 0.0115
H 1.9990 -0.6254 0.4983
H 1.4528 0.1356 1.9984
H 1.2438 -1.5915 1.7684
H -2.2240 -0.2790 1.2764
H -1.2413 -1.4145 2.2068
H -1.0724 0.3171 2.4777
H 1.1651 -0.2400 -1.7720
H 1.7173 1.5524 -1.7479
H -0.3650 0.3025 -3.4451
H 0.0922 1.9723 -3.4366
H -1.3578 -1.4377 -0.6417
H 0.0081 -2.2410 -0.2226
H 0.2791 1.6435 0.6089
H -1.0778 1.2329 -0.2512

---

Least stable: one

---

one | 21
Properties=species:S:1:pos:R:3 method="wB97M-V/def2-TZVPD" e_lumo_ev=-2.85 orbital_gap_ev=9.599 charge=+1 multiplicity=1
C 2.4399 0.6495 -0.5274
C -1.3936 -0.9538 1.2627
C -1.8450 -0.2134 -0.4756
C 0.1473 1.0458 -0.9186
N -0.1217 -1.5953 0.8788
N -1.2206 1.0235 -0.5049
N 1.0685 0.6616 0.0714
H 2.7505 1.6214 -0.7323
H 3.0766 0.2522 0.2889
H 2.3223 -0.0309 -1.3657
H -2.1902 -1.5552 1.5227
H -1.0629 -0.0436 1.7076
H -1.5356 -0.8194 -1.2686
H -2.9496 -0.2134 -0.4351
H 0.4226 2.0265 -1.2819
H 0.2549 0.1360 -1.6511
H -0.4350 -2.4649 0.4001
H 0.3693 -1.8797 1.7103
H -1.6549 1.7977 0.0504
H 0.9646 1.3341 0.8816
H 0.5925 -0.7788 0.3867

---

two | 21
Properties=species:S:1:pos:R:3 method="wB97M-V/def2-TZVPD" e_lumo_ev=-3.08 orbital_gap_ev=11.492 charge=+1 multiplicity=1
C 1.9407 1.5982 2.3337
C 1.0668 0.4179 1.8960
H 1.4650 2.2674 3.0509
H 2.9222 1.2644 2.6563
H 2.1250 2.3091 1.5177
H 0.1235 0.8123 1.5226
H 1.5923 -0.1959 1.1618
H 0.9569 -0.2443 2.7550
C -1.3299 0.7653 -2.2418
C -0.7080 -1.1740 -0.9564
N -0.3141 -0.1245 -1.7013
N -1.9791 -1.4485 -0.6658
N 0.2419 -2.0093 -0.5239
H 0.4443 0.4018 -1.3079
H -2.6708 -0.7148 -0.7308
H -2.1838 -2.3968 -0.4107
H 1.1148 -1.9109 -0.9751
H -0.0533 -2.7967 0.0269
H -2.0846 1.1789 -1.5720
H -1.8404 0.3801 -3.1295
H -0.8294 1.6202 -2.7057

---

Least stable: one

---

one | 21
Properties=species:S:1:pos:R:3 method="wB97M-V/def2-TZVPD" e_lumo_ev=-3.14 orbital_gap_ev=11.499 charge=+1 multiplicity=1
C 0.5853 -2.5032 0.2698
C -0.8506 -2.6241 0.7708
H 0.6770 -2.1067 -0.7358
H 1.2412 -2.1200 1.0673
H 0.7022 -3.5378 -0.0282
H -1.3188 -3.5045 0.2659
H -1.4222 -1.7219 0.5581
H -0.8880 -2.9742 1.7819
C -1.7274 1.6283 -0.6927
C 0.5197 1.0592 -0.0462
N -0.7182 1.4013 0.3169
N 0.8680 0.8988 -1.3882
N 1.4943 0.7091 0.8277
H -1.0115 1.0828 1.2352
H 0.3398 1.4002 -2.0595
H 1.8542 0.7423 -1.5169
H 1.4215 0.7967 1.8267
H 2.1712 0.0136 0.4873
H -1.4756 2.5853 -1.1507
H -2.7176 1.8159 -0.2906
H -1.9540 0.8673 -1.4399

---

two | 21
Properties=species:S:1:pos:R:3 method="wB97M-V/def2-TZVPD" e_lumo_ev=-3.77 orbital_gap_ev=8.101 charge=+1 multiplicity=1
C -0.5500 1.7480 -0.4454
C 0.8936 1.2859 -0.3030
C 1.0857 -0.1937 0.0090
N -0.4589 3.2748 -0.6433
H -1.0425 1.3510 -1.3285
H -1.1388 1.5849 0.4520
H 1.3636 1.8774 0.4972
H 1.4913 1.5561 -1.1811
H 0.7142 -0.3841 1.0163
H 0.5437 -0.8389 -0.6799
H 2.1295 -0.4922 -0.0220
H -0.0166 3.7015 0.1681
H 0.2121 3.4073 -1.4063
H -1.3410 3.7499 -0.8464
N -1.5910 -2.9147 0.4184
C -0.3556 -3.3204 0.8546
N 0.6845 -3.3254 0.1305
H -1.5808 -2.3503 -0.4122
H -2.2566 -2.6625 1.1235
H -0.3036 -3.5341 1.9267
H 1.5173 -3.5203 0.6718

---

three | 21
Properties=species:S:1:pos:R:3 method="wB97M-V/def2-TZVPD" e_lumo_ev=-3.15 orbital_gap_ev=11.228 charge=+1 multiplicity=1
C 0.4863 -0.8648 -1.1543
C 0.2028 -1.3545 1.2359
N -0.2361 -1.3991 -0.0217
N 1.5049 -1.3459 1.5146
N -0.6695 -1.4305 2.2415
H -1.2140 -1.6085 -0.1353
H 2.1716 -1.0921 0.8027
H 1.8199 -1.0485 2.4263
H -1.6535 -1.5999 2.1159
H -0.3242 -1.7071 3.1295
H 1.5111 -0.5701 -1.0144
H 0.1147 0.1457 -1.3525
H 0.3372 -1.4080 -2.0791
C -0.8417 2.6289 -2.3581
C -0.3042 3.1112 -1.0008
H -0.6353 1.5978 -2.5681
H -1.9240 2.6759 -2.4077
H -0.2873 3.1693 -3.0970
H -1.0149 3.7637 -0.4741
H 0.4813 3.8439 -1.1438
H -0.0569 2.3496 -0.2688

---

Least stable: two